24
Properties=species:S:1:pos:R:3 method="wB97M-V/def2-TZVPD" lumo_energy_ev=0.80 energy_ha=-442.760148 largest_force_ev_per_a=4.9 smiles="C[C@@H](N)C(C)(O)O.C=C" e_homo_ev=-9.16 e_above_lowest_kj_mol=317.8
C 0.1344 -1.6028 -0.5023
C 1.2676 -0.6004 -0.1394
C -1.2713 -1.0887 -0.2142
C 1.1701 0.6932 -0.9355
N 1.3673 -0.3034 1.2806
O 0.1677 -1.9173 -1.8792
O 0.4163 -2.7641 0.2603
H 1.0433 -2.2662 -2.0881
H -0.2687 -3.4196 0.0821
H 2.1971 -1.1221 -0.4100
H 1.4041 -1.1676 1.8098
H 0.5596 0.2254 1.5922
H -1.9957 -1.8544 -0.4888
H -1.3814 -0.8651 0.8438
H -1.4796 -0.2007 -0.8037
H 0.3697 2.3613 0.0679
H 0.9498 0.4904 -1.9831
H 2.1206 1.2258 -0.9041
C -0.7978 2.7619 0.3189
C -1.4355 2.3684 1.4079
H -0.9348 1.8646 2.2270
H -1.2897 3.3082 -0.4754
H 0.1901 1.4003 -0.6226
H -2.5030 2.4731 1.5560